This record from the OMol25 dataset describes a structure of composition C16H23N5O3. The level of theory is wB97M-V/def2-TZVPD.

Summary:
**Lowest unoccupied orbital energy**: -0.3 eV

Each line ends with the natural charge from an NBO analysis.
Geometry (Å):
C (-1.39518, -1.95175, -1.64746)  -0.56
C (-1.69634, -2.77882, -0.51209)  -0.43
C (-3.10937, -2.37481, -0.03935)  -0.33
C (-3.28481, -1.36367, 0.98427)  -0.24
N (-2.85341, -0.23638, 0.31723)  -0.51
C (-3.81757, 0.52628, -0.29532)  0.80
O (-4.96534, 0.08517, -0.41995)  -0.60
N (-3.30124, 1.80820, -0.98098)  -0.61
C (-2.07645, 2.37899, -0.78750)  0.69
O (-1.76456, 3.36374, -1.26496)  -0.57
C (-1.19067, 1.80335, 0.19128)  -0.45
C (0.09480, 2.11022, 0.29179)  0.45
N (0.95137, 1.20952, 1.19018)  -0.58
C (2.36552, 1.60446, 1.56580)  -0.23
C (2.88454, 0.18271, 1.94986)  -0.41
H (3.90139, 0.27468, 2.33913)  0.23
H (2.48288, -0.17714, 3.10153)  0.20
C (2.56915, -1.03872, 1.22086)  -0.20
N (3.13665, -0.60106, -0.26751)  -0.29
C (2.22120, -0.27864, -1.12446)  0.07
N (2.90175, -0.04815, -2.39682)  -0.45
C (4.12774, -0.14989, -1.80259)  -0.01
C (4.31506, -0.53897, -0.60199)  -0.19
H (5.09139, -0.86246, 0.13533)  0.23
H (5.03462, 0.08504, -2.90476)  0.15
H (1.26531, -0.25676, -1.18851)  0.20
H (3.13615, -2.05859, 1.50860)  0.24
H (1.57139, -1.03426, 1.08602)  0.23
H (2.46476, 2.28399, 2.36048)  0.22
H (2.88763, 1.72865, 0.66459)  0.22
H (0.44459, 0.74195, 1.74015)  0.38
C (0.82325, 3.08061, -0.50442)  -0.70
H (0.14598, 3.76381, -0.85450)  0.28
H (1.47515, 2.53486, -1.16298)  0.27
H (1.43512, 3.65278, 0.28205)  0.23
C (-1.57645, 0.59738, 0.84179)  0.72
O (-0.92800, -0.26989, 1.43460)  -0.62
H (-3.91624, 2.32696, -1.18798)  0.37
H (-2.73237, -1.51230, 1.89213)  0.23
H (-4.49274, -1.06743, 1.42211)  0.22
H (-3.83326, -2.29835, -0.69736)  0.20
H (-3.81865, -3.27869, 0.71426)  0.15
H (-1.23851, -2.63644, 0.33288)  0.21
H (-1.83952, -3.96834, -0.74678)  0.21
H (-2.25853, -2.04998, -2.61512)  0.20
H (-0.30257, -2.31604, -2.09119)  0.21
H (-1.33561, -0.99581, -1.47233)  0.18

***

This record from the OMol25 dataset describes a structure of composition C16H23O6SSiYb. The level of theory is wB97M-V/def2-TZVPD.

Summary:
**Lowest unoccupied orbital energy (alpha / beta)**: 0.1 / 0.1 eV
**2S+1**: 2

Each line ends with the natural charge from an NBO analysis.
Geometry (Å):
Yb (0.55692, 1.07472, -0.46588)  1.82
O (-0.93568, -3.04990, 0.53907)  -0.63
C (-0.27458, -1.98818, 0.12490)  0.82
O (-0.78501, -0.99295, -0.34651)  -0.62
C (1.22816, -2.14166, 0.21424)  -0.18
O (1.85870, -0.89428, 0.47437)  -0.53
C (1.76905, -0.49970, 1.88209)  -0.19
C (0.30507, -0.12138, 2.13539)  0.75
O (-0.42432, -0.92620, 2.68466)  -0.63
O (-0.03193, 0.99507, 1.56429)  -0.83
H (-1.88267, -2.84292, 0.50263)  0.51
H (1.49981, -2.87929, 0.96698)  0.22
H (1.57202, -2.46914, -0.76793)  0.24
H (2.03920, -1.31536, 2.54953)  0.20
H (2.43423, 0.35407, 1.97832)  0.24
C (-2.35052, 2.65685, 0.29158)  -0.24
O (-1.68834, 1.91253, -0.75315)  -0.75
H (-3.12426, 2.04357, 0.74917)  0.19
H (-2.76433, 3.57402, -0.12074)  0.19
H (-1.60199, 2.90073, 1.03781)  0.22
H (-2.30620, 1.66547, -1.44243)  0.51
C (2.28148, -1.29177, -6.03680)  -1.10
Si (1.84533, 0.46677, -5.61818)  1.60
C (0.50177, 1.05944, -6.75575)  -1.11
C (3.34400, 1.54593, -5.79558)  -1.11
C (1.25935, 0.54445, -3.89004)  -0.54
C (0.92232, 0.62035, -2.71353)  -0.61
H (2.73151, -1.34581, -7.03233)  0.23
H (1.39277, -1.92723, -6.02967)  0.24
H (2.99519, -1.69993, -5.31772)  0.24
H (0.86025, 1.07020, -7.78910)  0.23
H (0.18194, 2.07084, -6.49553)  0.24
H (-0.37103, 0.40437, -6.70436)  0.24
H (3.74511, 1.47537, -6.81070)  0.23
H (4.12532, 1.24520, -5.09431)  0.24
H (3.10095, 2.59160, -5.59451)  0.24
S (2.41964, 2.77249, 0.28688)  -0.38
C (1.15131, 3.99928, 0.08469)  -0.15
C (0.85570, 4.91762, 1.10279)  -0.25
C (-0.11141, 5.88797, 0.91522)  -0.15
C (-0.81936, 5.97123, -0.28531)  -0.26
C (-0.54042, 5.07067, -1.29625)  -0.19
C (0.44062, 4.09880, -1.10968)  -0.29
H (1.40249, 4.85778, 2.03494)  0.22
H (-0.31532, 6.59562, 1.70962)  0.21
H (-1.57056, 6.73827, -0.42525)  0.21
H (-1.06764, 5.12563, -2.24126)  0.21
H (0.70829, 3.44886, -1.94071)  0.23

***

Q: Which molecular weight values were calculated for the entries above? A: 333.4; 544.5, in g/mol.
Q: Which energy relative to the best compared isomer or geometry (same formula, charge and spin) values were calculated for the entries above? A: 1517.5; 31.0, in kJ/mol.